Formula: C4H8NO3
Source: the Open Molecules 2025 dataset
Level of theory: ωB97M-V/def2-TZVPD

XYZ file:
```
16
Properties=species:S:1:pos:R:3:lowdin_charge:R:1
N -0.5749 -0.7390 1.8510 0.018
C -0.1280 0.3361 0.9608 -0.452
C -1.1500 0.9409 0.1105 -0.222
O -2.2207 1.5466 0.9217 -0.094
C 1.1114 -0.2590 0.3119 -0.107
C 1.1223 -0.5549 -1.2841 -0.717
O 0.0231 -1.0231 -1.6760 -0.096
O 2.2528 -0.4079 -1.8087 -0.098
H -1.5483 -0.8911 2.0550 0.056
H -0.0878 -1.5734 1.5939 0.034
H 0.2855 0.9913 1.7435 0.118
H -1.5864 0.2045 -0.7522 0.153
H -0.7553 1.6419 -0.7209 0.135
H -1.9449 1.8095 1.7752 0.037
H 1.5020 -1.2200 0.8356 0.121
H 1.9833 0.5080 0.4219 0.116
```

Properties
Net charge   -1
Maximum force   4.28 eV Å⁻¹
SMILES   N[C@H](CO)CC(=O)[O-]
Energy above the lowest of the compared OMol25 structures with the same formula, charge and spin   2.9604 eV
LUMO energy   3.616 eV
HOMO-LUMO gap   7.65 eV

***

Formula: C9H19N2OS
Source: the Open Molecules 2025 dataset
Level of theory: ωB97M-V/def2-TZVPD

XYZ file:
```
32
Properties=species:S:1:pos:R:3:lowdin_charge:R:1
C 0.9231 -2.7402 1.1665 -0.015
C 0.5981 -1.2876 0.9884 -0.278
C 0.5164 -0.7717 -0.2395 -0.252
C 0.8069 -1.5761 -1.4674 -0.009
N 0.1807 0.6360 -0.4732 0.019
C -1.4111 0.8524 -0.5594 -0.550
C -1.7048 2.3424 -0.4919 0.000
C -1.8421 0.2648 -1.8972 0.020
O -1.9792 0.1264 0.4397 0.031
C 0.9287 1.5205 0.4813 -0.572
N 2.3059 1.2912 0.2947 0.075
S 0.2153 1.2548 2.1684 0.980
C 0.4510 -0.5523 2.2793 -0.388
H 1.9054 -2.9737 0.7577 0.099
H 0.1956 -3.3568 0.6429 0.101
H 0.9128 -3.0141 2.2169 0.092
H 0.0954 -2.3927 -1.5818 0.099
H 1.7965 -2.0264 -1.3934 0.099
H 0.7835 -0.9700 -2.3687 0.089
H 0.5378 0.8686 -1.4058 0.171
H -1.4920 2.7563 0.4914 0.075
H -2.7682 2.4787 -0.6787 0.111
H -1.1611 2.8970 -1.2516 0.105
H -1.7055 -0.8111 -1.9042 0.089
H -2.9054 0.4545 -2.0190 0.109
H -1.3181 0.7211 -2.7317 0.103
H -2.0155 0.6281 1.2686 0.085
H 0.7057 2.5625 0.2461 0.117
H 2.8839 2.0545 0.6159 0.106
H 2.6436 0.4194 0.6826 0.094
H -0.4178 -0.9249 2.8253 0.101
H 1.3347 -0.7315 2.8978 0.095
```

Properties
Net charge   +1
Maximum force   1.03 eV Å⁻¹
SMILES   CC1=C(C)[N@@H+](C(C)(C)O)[C@H](N)SC1
Energy above the lowest of the compared OMol25 structures with the same formula, charge and spin   0.0000 eV
LUMO energy   -2.517 eV
HOMO-LUMO gap   10.33 eV